Record 1
Molecular formula: C8H15N3
Method: DFT, the ωB97M-V functional and the def2-TZVPD basis

Each line ends with the Löwdin charge.
CARTESIAN COORDINATES (ANGSTROEM)
N -1.884 -0.585 -1.226  0.114
N 2.317 1.238 -1.209  0.234
N -1.816 0.813 0.467  -0.042
C -2.970 0.029 0.581  0.034
C 0.771 -1.978 -0.035  -0.089
C -2.950 -0.842 -0.455  -0.046
C -1.477 2.126 1.086  0.061
C 1.256 -0.533 0.054  -0.259
C 1.933 -1.693 0.887  -0.010
C 2.094 -0.027 -1.011  -0.008
C -1.232 0.434 -0.701  -0.102
H 2.183 1.997 -0.533  0.170
H 2.814 1.484 -2.046  0.152
H 0.643 -0.002 0.831  0.144
H 1.568 -1.382 1.908  0.140
H -3.697 -1.665 -0.835  0.198
H 2.920 -2.182 0.797  0.142
H -3.699 0.230 1.297  0.131
H -1.920 -0.886 -2.208  0.208
H -1.616 2.389 2.113  0.114
H -0.164 -2.161 0.472  0.112
H -0.478 2.075 0.770  0.055
H 0.959 -2.649 -0.855  0.125
H -1.911 2.968 0.591  0.109
H 2.455 -0.712 -1.704  0.152
H -0.378 0.950 -1.173  0.159

Summary:
LUMO in eV: -7.848
Net charge: +2
HOMO-LUMO gap in Eh: 0.3478

Record 2
Molecular formula: C2H7OS
Method: DFT, the ωB97M-V functional and the def2-TZVPD basis

Each line ends with the Löwdin charge.
CARTESIAN COORDINATES (ANGSTROEM)
S -0.143 1.267 -0.203  0.477
O 2.428 -0.782 0.919  -0.100
C -0.235 -0.354 -1.199  -0.447
C -1.402 1.166 0.903  -0.691
H -1.274 -0.670 -1.223  0.000
H 0.410 -1.134 -0.794  -0.027
H 2.149 -0.805 0.003  -0.014
H 1.623 -0.436 1.322  0.006
H -1.189 0.859 1.922  -0.110
H 0.074 -0.196 -2.245  -0.004
H -2.442 1.086 0.595  -0.090

Summary:
LUMO in eV: 4.096
Net charge: -1
HOMO-LUMO gap in Eh: 0.2022

Record 3
Molecular formula: C4H12OS2
Method: DFT, the ωB97M-V functional and the def2-TZVPD basis

Each line ends with the Löwdin charge.
CARTESIAN COORDINATES (ANGSTROEM)
S 0.298 -0.340 -0.443  0.461
S -0.781 0.757 0.976  0.511
O 2.003 -4.106 3.295  -0.049
C -0.266 2.425 0.748  -0.664
C 0.183 3.114 -0.501  -0.150
C -0.425 -1.308 -3.163  -0.149
C -0.830 -0.435 -1.846  -0.663
H -1.011 -2.188 -2.876  0.047
H 0.649 -1.404 -3.530  0.081
H 0.526 2.455 1.466  0.041
H 2.408 -4.121 4.137  0.003
H -1.139 2.917 1.137  0.050
H 1.231 3.502 -0.342  0.095
H -1.026 -0.731 -3.977  0.083
H 0.107 2.600 -1.427  0.037
H 1.273 -3.491 3.497  0.047
H -1.106 0.653 -2.338  0.101
H -0.374 4.045 -0.610  0.070
H -1.790 -0.839 -1.448  0.050

Summary:
LUMO in eV: 0.681
SMILES: CCSSCC.O
HOMO-LUMO gap in Eh: 0.3477

Record 4
Molecular formula: C10H6B2NO22
Method: DFT, the ωB97M-V functional and the def2-TZVPD basis

Each line ends with the Löwdin charge.
CARTESIAN COORDINATES (ANGSTROEM)
O 15.964 -14.355 6.541  0.023
O 16.474 -12.986 8.217  -0.066
O 16.453 -5.582 7.772  -0.004
O 17.226 -7.528 8.590  0.009
O 12.616 -10.797 8.408  0.238
O 9.702 -9.824 10.058  0.121
O 16.464 -10.421 2.770  0.122
O 12.559 -10.710 4.072  0.126
O 18.731 -13.087 2.963  0.231
O 18.683 -10.760 2.955  0.222
O 19.989 -11.859 4.696  0.246
O 21.810 -11.105 5.785  0.140
O 16.137 -12.121 6.192  -0.053
O 11.833 -10.171 6.174  0.211
O 22.939 -11.268 3.032  0.108
O 20.826 -11.828 2.539  0.221
O 12.277 -13.399 4.998  0.164
O 11.538 -12.378 6.891  0.235
O 12.623 -10.230 10.578  0.143
O 16.512 -13.384 2.759  0.159
O 16.132 -7.492 6.639  -0.103
O 10.323 -10.590 8.038  0.230
N 15.100 -9.580 5.194  0.293
C 17.477 -12.681 2.819  -0.391
C 10.532 -10.218 9.291  -0.388
C 12.194 -10.967 5.186  -0.413
C 21.216 -11.393 4.787  -0.396
C 17.415 -11.140 2.875  -0.367
C 21.797 -11.467 3.346  -0.407
C 16.201 -13.074 6.998  -0.821
C 12.050 -12.447 5.672  -0.384
C 12.050 -10.436 9.547  -0.393
C 16.613 -6.973 7.696  -0.806
B 19.554 -11.914 3.289  -0.866
B 11.548 -11.012 7.388  -0.876
H 16.014 -5.442 6.922  0.066
H 15.949 -14.790 7.403  0.073
H 15.315 -9.535 4.198  0.093
H 15.512 -8.801 5.774  0.079
H 14.091 -9.473 5.288  0.093
H 15.420 -10.518 5.494  0.088

Summary:
LUMO in eV: 6.344
Net charge: -3
HOMO-LUMO gap in Eh: 0.2523

Q: HOMO-LUMO gap of number 4 (C10H6B2NO22)?
A: 0.2523 Eh

Q: LUMO of number 1 (C8H15N3)?
A: -7.848 eV

Q: Among the records above, which one has the highest LUMO?
A: C10H6B2NO22